Record 1
Entry from OMol25: a molecular structure, C36H37HfN3O4P2S2 (ωB97M-V/def2-TZVPD).

Maximum force (eV/Å): 0.63
Charge: -1
Multiplicity: 2
E_HOMO (alpha / beta) (eV): -2.47 / -2.95

Cartesian coordinates (Å):
Hf 0.4933 -0.4916 0.9311
S 0.6852 -3.1302 1.4733
S -1.7919 -1.0899 2.0820
P -1.1026 -2.9544 2.3142
P 2.4774 1.6774 -0.2516
O -6.1903 2.9318 1.4061
O -1.0711 -3.3852 3.8583
O -2.1880 -3.9794 1.7567
O 2.8075 -0.9141 3.2616
N -4.3937 2.0491 2.4585
N 2.1579 -0.1283 2.2590
N -2.6658 1.2175 -1.2587
C -1.8526 -5.3724 1.6186
C 1.1894 -0.6749 -1.2768
C 0.4689 0.1246 -3.6348
C 0.4745 -2.8167 -2.3298
C 0.8820 -3.8543 5.1949
C -5.0605 2.4713 1.3593
C 0.6230 1.6899 2.0550
C 3.1013 4.3728 -0.3464
C 1.3006 0.7723 2.8422
C 2.5419 4.7816 -3.0221
C -0.4327 2.4808 2.6765
C 0.7012 -4.1376 -2.6823
C -1.0074 3.5366 0.5776
C 0.5848 0.3719 -2.1955
C -2.9328 2.0617 -2.2480
C -3.3533 1.3527 -0.1314
C -1.1877 3.3619 1.9944
C 1.5216 -0.1514 -4.4223
C -4.6103 3.1885 -0.9854
C -0.0526 2.8192 -0.0544
C 2.0355 0.5465 -1.6516
C 2.9854 -3.9257 -1.9943
C 2.8713 -0.0222 -3.9154
C 0.8371 1.8690 0.5782
C -0.0704 -2.7862 4.7152
C 2.9745 5.8448 -2.2435
C -3.8997 3.0566 -2.1647
C 1.4933 -2.0240 -1.7966
C -2.9803 -6.0428 0.8724
C 1.9593 -4.7025 -2.5164
C 3.2486 5.6357 -0.8976
C 2.7549 -2.6038 -1.6438
C 2.6610 3.2936 -1.1152
C -4.3205 2.3299 0.0648
C 2.3795 3.5197 -2.4631
C 3.0944 0.3896 -2.6566
H -0.1104 -4.7323 -3.0856
H 3.7059 -0.1510 -4.5943
H 0.0922 2.9913 -1.1145
H -3.1322 -5.5570 -0.0910
H -3.4193 1.7920 2.4340
H 2.0230 2.7069 -3.0846
H 3.5820 6.4583 -0.2761
H 1.6206 -3.4152 5.8673
H -3.1279 0.6314 0.6449
H 2.1374 -5.7357 -2.7887
H 3.9719 -4.3526 -1.8554
H 0.3477 -4.6432 5.7263
H -2.3337 1.9514 -3.1468
H 1.0650 0.6413 3.8972
H 3.5552 -2.0025 -1.2272
H -1.6306 4.2326 0.0297
H -1.7185 -5.7996 2.6153
H 2.3192 4.9326 -4.0720
H -0.2003 0.9828 -1.7704
H -0.6144 -2.3209 5.5376
H 3.0948 6.8293 -2.6789
H -0.5262 0.1693 -4.0676
H 4.1058 0.6434 -2.3502
H -3.9095 -5.9874 1.4394
H -0.5125 -2.3823 -2.4502
H -0.5582 2.3681 3.7496
H 3.3629 -1.4990 2.7356
H 1.3706 -0.3771 -5.4714
H 0.4748 -2.0086 4.1761
H -2.7398 -7.0925 0.6970
H -4.0807 3.7115 -3.0063
H 1.4067 -4.2908 4.3451
H -5.3792 3.9393 -0.8567
H -4.8703 2.0889 3.3419
H 3.3228 4.2162 0.7043
H -1.9264 3.9559 2.5218
H -0.9098 -5.4537 1.0732

Record 2
Entry from OMol25: a molecular structure, C36H37N2P2STc (ωB97M-V/def2-TZVPD).

Maximum force (eV/Å): 1.87
Charge: +4
E_HOMO (eV): -19.68

Cartesian coordinates (Å):
Tc 0.0321 -0.7282 1.8109
S 0.2027 -0.3362 4.1783
P 1.4092 -1.7954 0.1955
P -1.6683 -1.7117 0.5318
N 1.1772 1.4553 5.8188
N 0.3424 2.3675 3.8891
C -3.0822 -1.2199 -3.2448
C 1.9609 -3.0608 2.6412
C 2.7586 -0.7649 2.3189
C -1.2912 -3.4814 0.8111
C 0.8351 -3.2752 -0.7057
C 3.0964 -1.8853 4.4122
C -2.5796 -1.8878 3.2181
C -3.5659 -0.0444 4.3893
C 2.5031 0.5069 -2.9400
C 3.8916 0.5414 -2.8048
C -4.0119 -0.9480 -0.6293
C -0.7487 2.4213 -0.5145
C -4.8670 -0.7344 -1.6941
C -3.3032 0.8139 3.3318
C 0.4721 4.4505 -0.8916
C -2.6997 0.3186 2.1891
C 2.1283 -1.9252 1.8055
C -2.6643 -1.2911 -0.8694
C -2.2147 -1.4342 -2.1935
C 1.7399 -0.1662 -2.0036
C 0.2250 2.0349 0.4142
C 0.1498 0.7754 1.0663
C -0.6234 3.6362 -1.1623
C 2.3662 -0.8073 -0.9281
C -2.3008 -1.0393 2.0948
C 4.5160 -0.0945 -1.7391
C 1.3354 2.8600 0.6775
C 3.2497 -0.7633 3.6224
C 1.5128 0.3986 6.7819
C -0.3206 -4.1558 -0.1766
C 3.7599 -0.7720 -0.7971
C -3.2024 -1.3977 4.3287
C 1.4519 4.0741 0.0140
C -4.4066 -0.8642 -2.9970
C 2.4496 -3.0348 3.9252
C 0.6142 1.3029 4.6372
H 2.3181 -0.2145 6.3841
H -1.5813 1.7634 -0.7362
H -4.4050 -0.8833 0.3764
H -0.8708 -4.5498 -1.0302
H 2.0306 0.9955 -3.7801
H 2.2952 4.7245 0.1973
H 2.0836 2.5403 1.3905
H 0.5648 5.4012 -1.4018
H 0.6270 -0.1987 6.9886
H 3.5073 -1.8975 5.4145
H -2.7357 -1.3415 -4.2618
H -1.1933 -1.7326 -2.4181
H 4.4890 1.0574 -3.5449
H 1.7253 -3.8682 -0.9456
H -2.3307 -2.9411 3.1832
H -5.0851 -0.7042 -3.8252
H 0.5630 -2.8036 -1.6662
H 2.3719 -3.9110 4.5559
H 3.7878 0.0953 4.0017
H 2.9643 0.0788 1.6734
H 1.8380 0.8946 7.6912
H 1.3477 2.4028 6.1340
H -2.5747 0.9713 1.3295
H 4.2658 -1.2974 0.0025
H 0.6619 -0.1769 -2.1196
H -3.4365 -2.0541 5.1558
H -1.3642 3.9618 -1.8789
H -3.6128 1.8484 3.3797
H -4.0807 0.3268 5.2669
H 0.0730 -5.0286 0.3461
H -5.9026 -0.4825 -1.5081
H -0.2624 2.2650 3.0890
H 5.5938 -0.0800 -1.6535
H -2.2208 -4.0478 0.9141
H 1.4978 -3.9638 2.2597
H -0.8055 -3.4950 1.7960
H 0.4832 3.3030 4.2465

Record 3
Entry from OMol25: a molecular structure, C36H37NOP2Sn (ωB97M-V/def2-TZVPD).

Maximum force (eV/Å): 7.37
E_HOMO (alpha / beta) (eV): -5.45 / -5.45

Cartesian coordinates (Å):
Sn -0.0632 0.0120 3.0542
P -1.5623 -0.5493 1.3650
P 1.6458 0.0131 1.3277
O -0.0224 -0.0004 7.5819
N -0.2005 -0.0887 5.2867
C 3.0494 -1.0403 1.5630
C -1.9005 0.8512 -4.5197
C -0.0131 -0.0055 6.4208
C -1.9096 -0.4127 -4.0958
C -2.8351 -2.7888 0.4332
C 1.1954 -0.3694 -4.3773
C 3.1084 4.2075 0.2538
C -2.8541 -2.4772 2.8394
C -3.2235 3.1272 0.7614
C -0.5623 -0.7582 -0.1145
C 2.2124 1.6562 0.9206
C 2.4614 1.9737 -0.4199
C 2.9065 3.2551 -0.7488
C -2.7007 0.7834 0.9887
C -1.0440 -1.5698 -4.4980
C 5.4419 -1.2865 1.4182
C 5.3451 -2.5722 1.9536
C -0.9955 1.5056 -5.5205
C 1.4911 0.5749 4.6148
C 2.8657 3.8779 1.5882
C 4.2966 -0.5223 1.2174
C -3.5629 -3.9744 0.5878
C 0.2904 -1.2325 -5.2029
C 2.4207 2.5980 1.9234
C 4.0940 -3.0893 2.2956
C -3.5818 -3.6564 2.9856
C 0.7670 -0.5496 -0.1133
C -4.5625 2.8045 0.5305
C -3.9361 -4.4073 1.8605
C 1.2042 0.9600 -4.2549
C 0.3408 1.9935 -4.9098
C -4.0334 0.4540 0.7535
C -4.9644 1.4664 0.5308
C 2.9408 -2.3307 2.1019
C -2.2875 2.1186 0.9893
C -2.4783 -2.0516 1.5638
H 1.9398 -0.9286 -3.7797
H 1.9698 1.3914 -3.5914
H -2.9053 4.1702 0.7655
H 3.0292 4.6171 2.3742
H -1.5107 2.3997 -5.9296
H -6.0090 1.2080 0.3582
H 1.4916 -0.3000 5.4083
H -1.6193 -2.2624 -5.1354
H 0.8055 -2.1970 -5.3977
H 1.9668 -2.7309 2.3839
H -3.8402 -4.5557 -0.2937
H -1.1030 -1.0503 -1.0286
H 6.4152 -0.8722 1.1552
H -4.3520 -0.5889 0.7565
H 6.2457 -3.1684 2.1065
H -2.5582 -2.4511 -0.5618
H -0.8135 -2.1445 -3.5820
H 1.3727 -0.6687 -1.0269
H -2.6761 -0.6795 -3.3506
H -5.2940 3.5941 0.3529
H 2.3136 1.2326 -1.2024
H -2.5740 -1.8772 3.7085
H 3.1004 3.5089 -1.7933
H -3.8783 -3.9914 3.9807
H 4.3745 0.4844 0.8049
H 2.4427 0.4724 4.1868
H -1.2437 2.3754 1.1862
H -4.5069 -5.3295 1.9772
H 2.2353 2.3262 2.9627
H -0.7962 0.8559 -6.3810
H 0.0908 -0.7974 -6.1895
H 0.9145 2.5218 -5.6899
H 1.2491 1.5238 5.0342
H 0.1089 2.7631 -4.1513
H 4.0151 -4.0920 2.7184
H -2.6444 1.5341 -4.0648
H 3.4597 5.2068 -0.0072